No. 1
{"formula": "C31H36NP2PdS2", "method": "ωB97M-V with the def2-TZVPD basis set", "elements": ["Pd", "C", "C", "C", "C", "C", "C", "P", "C", "C", "C", "C", "C", "C", "C", "C", "C", "C", "C", "C", "C", "C", "C", "C", "H", "H", "H", "H", "H", "H", "H", "H", "H", "H", "H", "H", "H", "H", "H", "H", "S", "C", "N", "C", "C", "S", "H", "H", "H", "H", "H", "C", "C", "P", "C", "C", "C", "C", "H", "H", "H", "H", "H", "H", "H", "H", "H", "H", "H", "H", "H", "H", "H"], "coordinates": [[0.348887, 0.334332, 0.469893], [-2.384990, -6.284195, 0.160492], [-3.124791, -5.195041, -0.287789], [-2.653624, -3.907123, -0.094374], [-1.434662, -3.722795, 0.571204], [-0.686093, -4.820833, 1.014653], [-1.168742, -6.100354, 0.809960], [-0.822478, -2.100921, 0.952300], [-1.687657, -0.916498, -0.084844], [-1.612455, -1.136068, -1.477637], [-2.433241, -0.425507, -2.327215], [-3.311440, 0.531861, -1.813345], [-3.371919, 0.780364, -0.449979], [-2.572581, 0.054560, 0.423144], [-1.180196, -1.703544, 2.687434], [-1.910598, -2.608819, 3.464543], [-2.204347, -2.331307, 4.792784], [-1.758481, -1.149943, 5.369064], [-1.000919, -0.239472, 4.614307], [-0.510801, 0.942802, 5.208911], [0.285676, 1.847440, 4.480890], [0.585217, 1.585071, 3.166063], [0.063478, 0.450125, 2.502036], [-0.701518, -0.507859, 3.251865], [-2.758668, -7.286623, -0.002168], [-4.070086, -5.351254, -0.789288], [-3.237879, -3.065955, -0.442793], [0.265691, -4.674893, 1.513369], [-0.598490, -6.954823, 1.147985], [-0.941711, -1.890988, -1.874305], [-2.404140, -0.618926, -3.391898], [-3.961530, 1.077179, -2.486143], [-4.067587, 1.511619, -0.060357], [-2.665067, 0.208006, 1.489856], [-2.263523, -3.532854, 3.024786], [-2.784522, -3.034530, 5.374989], [-1.990644, -0.924979, 6.402982], [-0.735987, 1.141039, 6.250369], [0.662702, 2.737997, 4.966708], [1.218386, 2.275337, 2.622927], [1.831359, -1.348493, -0.752136], [3.402926, -1.759679, -0.180301], [4.496948, -1.069774, -0.369215], [5.737969, -1.578812, 0.246087], [5.466488, -3.047387, 0.590112], [3.648013, -3.219436, 0.679248], [4.477547, -0.192679, -0.869715], [5.967706, -0.982098, 1.128020], [6.553819, -1.484268, -0.466255], [5.889555, -3.322032, 1.552120], [5.833858, -3.729125, -0.172334], [1.008632, 2.611299, -3.942695], [0.598568, 1.522103, -2.940752], [0.856943, 2.017792, -1.218373], [2.610016, 2.477413, -1.076858], [3.198653, 2.472743, 0.331921], [-0.172909, 3.486534, -0.939386], [-0.342567, 3.921209, 0.514216], [0.810306, 2.255469, -4.952614], [2.070992, 2.843883, -3.881873], [0.441035, 3.530492, -3.804181], [1.163959, 0.601125, -3.098902], [-0.457878, 1.272086, -3.044723], [2.714203, 3.465957, -1.532165], [3.137854, 1.777149, -1.731007], [2.791513, 3.277735, 0.943576], [4.276683, 2.629372, 0.289008], [3.015710, 1.525018, 0.846425], [-1.143465, 3.262909, -1.390766], [0.276849, 4.288070, -1.532310], [-0.770024, 3.122462, 1.122854], [-1.018258, 4.773458, 0.566695], [0.603259, 4.232291, 0.959738]], "forces_ev_per_angstrom": [[0.51, 0.05, -0.22], [-0.03, -0.01, -0.02], [0.04, 0.03, 0.01], [0.00, -0.09, -0.03], [0.17, -0.07, 0.06], [-0.01, -0.06, -0.02], [0.03, 0.02, 0.02], [-0.50, -0.08, 0.16], [-0.14, -0.08, -0.06], [-0.02, 0.00, 0.00], [-0.02, 0.05, -0.01], [-0.01, 0.00, -0.07], [0.04, -0.02, 0.04], [0.05, 0.10, -0.02], [0.00, -0.10, -0.02], [0.04, -0.02, -0.08], [0.02, 0.09, 0.10], [-0.05, -0.15, -0.08], [0.03, 0.07, 0.09], [0.13, 0.14, -0.12], [-0.14, -0.12, 0.27], [-0.06, -0.13, -0.21], [-0.04, 0.03, 0.01], [0.14, 0.13, -0.06], [0.00, 0.01, 0.00], [0.00, 0.00, 0.00], [0.01, 0.02, 0.02], [-0.01, 0.01, 0.00], [-0.01, 0.00, 0.00], [-0.01, -0.01, 0.01], [0.00, 0.00, 0.01], [0.01, -0.01, 0.00], [0.00, -0.01, 0.01], [-0.02, -0.02, 0.01], [0.00, 0.01, 0.00], [0.00, 0.00, -0.01], [0.01, 0.00, -0.01], [0.01, 0.01, -0.01], [0.00, -0.01, 0.00], [-0.02, 0.01, -0.02], [-0.04, -0.01, 0.07], [-0.18, 0.06, 0.08], [0.13, 0.07, -0.01], [-0.12, -0.03, -0.09], [0.00, 0.06, 0.02], [0.04, -0.04, 0.03], [0.02, -0.02, -0.03], [-0.03, 0.00, 0.04], [0.03, 0.01, 0.01], [0.02, -0.02, -0.01], [-0.02, 0.00, -0.02], [-0.02, -0.05, -0.01], [0.02, 0.00, -0.10], [0.00, 0.07, 0.36], [0.06, 0.04, -0.03], [0.02, 0.02, 0.04], [-0.06, 0.06, -0.01], [0.04, 0.01, 0.01], [0.00, 0.00, 0.00], [0.00, 0.00, 0.01], [0.00, -0.01, 0.00], [0.00, 0.00, -0.02], [-0.02, 0.00, -0.01], [0.04, -0.01, -0.02], [0.02, 0.00, 0.00], [-0.03, -0.01, -0.01], [-0.01, 0.02, -0.01], [-0.01, -0.03, -0.01], [-0.01, 0.00, 0.00], [-0.04, 0.03, -0.01], [-0.02, -0.02, 0.00], [0.01, 0.00, -0.01], [-0.01, -0.02, -0.01]], "spin_multiplicity": 5, "de_lowest_kj_mol": 88.6, "charge": 3, "s_squared": 6.04, "energy_ha": -2863.58224}

No. 2
{"formula": "C31H37As3Cl2F5NO3Pd", "method": "ωB97M-V with the def2-TZVPD basis set", "elements": ["Pd", "C", "As", "C", "C", "C", "C", "C", "As", "C", "C", "C", "As", "C", "C", "H", "H", "H", "H", "H", "H", "H", "H", "H", "H", "H", "H", "H", "H", "H", "H", "H", "H", "H", "H", "H", "H", "H", "H", "H", "H", "H", "F", "C", "C", "F", "C", "F", "C", "O", "C", "F", "C", "F", "Cl", "C", "C", "C", "C", "C", "Cl", "C", "N", "C", "C", "C", "C", "C", "C", "C", "C", "O", "O", "H", "H", "H", "H", "H", "H", "H", "H", "H", "H"], "coordinates": [[-0.303937, -0.494263, 0.913079], [-3.242514, -0.808330, -1.873363], [-2.444830, -0.157616, -0.210197], [-3.652423, -1.097647, 0.999944], [-3.202398, 1.670564, -0.273753], [-3.185057, 2.629813, 0.932093], [-3.861802, 3.919476, 0.432161], [-1.763562, 3.016931, 1.368449], [-0.498339, 1.657593, 2.064274], [-0.783729, 1.519225, 3.989375], [1.057779, 2.830467, 2.117980], [-3.992117, 2.031561, 2.104761], [-4.957665, 3.272322, 3.330446], [-5.814726, 1.828019, 4.350447], [-3.547785, 3.643626, 4.652542], [-4.326185, -0.763013, -1.786784], [-2.928785, -1.839461, -2.027703], [-2.913859, -0.210514, -2.721514], [-4.692693, -0.901821, 0.737426], [-3.468983, -0.817795, 2.033145], [-3.444604, -2.162925, 0.899442], [-4.242631, 1.542372, -0.586815], [-2.683767, 2.150283, -1.111000], [-3.378227, 4.283315, -0.476208], [-3.809497, 4.704646, 1.187327], [-4.915749, 3.735434, 0.215544], [-1.827393, 3.807377, 2.119941], [-1.229038, 3.434570, 0.508872], [-0.785575, 2.499637, 4.460554], [0.051292, 0.928215, 4.367382], [-1.700449, 0.980178, 4.218441], [0.786461, 3.789645, 2.557403], [1.449996, 2.977547, 1.113416], [1.828233, 2.358746, 2.726775], [-3.356175, 1.367769, 2.696916], [-4.801052, 1.423696, 1.690113], [-6.629317, 1.390753, 3.774115], [-6.233259, 2.229586, 5.272780], [-5.099812, 1.044099, 4.604509], [-2.744312, 4.236740, 4.216717], [-3.137621, 2.716685, 5.051429], [-3.977785, 4.216907, 5.473287], [1.019853, -6.031047, 4.449984], [0.645682, -5.192438, 3.475115], [-0.168887, -4.111224, 3.750411], [-0.576673, -3.874384, 5.003301], [-0.571331, -3.279487, 2.731012], [-1.353604, -2.228399, 3.067711], [-0.165132, -3.414978, 1.375551], [-0.528249, -2.636257, 0.390441], [0.673409, -4.531591, 1.161379], [1.144824, -4.750478, -0.072194], [1.063933, -5.387956, 2.171048], [1.855102, -6.427859, 1.891093], [2.676750, 1.656417, -2.674931], [4.387211, 1.956824, -2.648842], [4.943128, 2.753871, -3.630146], [6.303109, 3.008706, -3.621138], [7.090052, 2.479176, -2.613531], [6.526740, 1.679870, -1.634408], [7.560324, 1.130345, -0.355224], [5.153968, 1.359839, -1.635006], [4.548436, 0.578239, -0.667985], [5.002249, -0.686171, -0.240219], [5.801982, -1.496389, -1.042411], [6.192004, -2.749480, -0.603790], [5.751809, -3.223268, 0.623275], [4.943277, -2.425592, 1.416945], [4.582795, -1.148037, 1.010335], [3.759823, -0.251561, 1.894020], [2.288425, -0.330721, 1.511663], [1.476464, -0.847716, 2.331596], [1.917627, 0.138074, 0.410173], [4.313253, 3.158873, -4.409717], [6.748469, 3.624823, -4.389487], [8.149277, 2.691050, -2.574103], [3.542233, 0.687551, -0.572131], [6.101384, -1.147261, -2.022716], [6.827709, -3.365077, -1.226809], [6.045960, -4.205792, 0.967863], [4.597838, -2.792007, 2.376430], [4.085952, 0.783148, 1.769486], [3.852581, -0.547356, 2.937444]], "forces_ev_per_angstrom": [[-1.05, -0.62, 0.34], [0.77, -0.10, -0.14], [-0.52, 0.06, 1.18], [-0.01, -0.07, -0.07], [0.34, -0.14, -0.11], [-0.09, 0.04, 0.12], [0.06, -0.10, 0.01], [0.05, -0.33, -0.05], [0.01, 0.22, -0.38], [-0.01, -0.45, -0.22], [0.14, -0.35, -0.22], [0.09, 0.10, -0.04], [0.04, -0.09, 0.06], [0.02, -0.03, 0.01], [0.01, -0.07, -0.01], [0.03, 0.08, 0.17], [-0.01, 0.01, 0.01], [0.02, 0.00, 0.02], [0.01, 0.02, -0.02], [0.05, 0.01, -0.02], [0.05, 0.02, -0.03], [0.02, -0.08, -0.01], [0.00, -0.01, 0.00], [0.01, 0.00, 0.00], [-0.02, 0.03, -0.02], [-0.01, 0.04, -0.02], [0.09, -0.05, 0.06], [0.01, 0.02, 0.03], [-0.03, 0.06, -0.13], [0.01, 0.01, -0.03], [-0.01, 0.04, 0.00], [-0.12, -0.05, 0.03], [-0.02, -0.03, 0.00], [-0.01, -0.01, -0.02], [-0.12, -0.06, 0.02], [0.00, -0.03, 0.07], [0.02, 0.03, -0.04], [0.01, 0.05, -0.02], [0.02, 0.01, -0.01], [-0.02, 0.02, -0.02], [0.01, 0.01, 0.00], [-0.04, 0.00, -0.03], [0.03, -0.01, 0.00], [-0.01, 0.05, 0.00], [0.04, -0.14, -0.06], [-0.01, -0.03, 0.03], [0.04, 0.41, -0.75], [-0.10, 0.07, -0.02], [0.18, -0.58, 0.82], [0.05, 1.44, 0.20], [-0.10, 0.45, -0.15], [-0.03, -0.07, -0.03], [-0.04, -0.08, 0.08], [0.08, -0.07, -0.04], [-0.07, 0.02, -0.05], [0.13, -0.10, -0.01], [-0.03, 0.07, -0.06], [0.03, 0.01, 0.01], [0.00, -0.04, -0.06], [-0.20, -0.02, -0.03], [-0.06, -0.01, 0.05], [0.15, -0.05, 0.03], [0.13, 0.19, 0.05], [0.06, -0.19, -0.16], [-0.06, 0.07, -0.03], [-0.04, -0.01, 0.06], [0.06, -0.07, 0.04], [0.06, 0.03, -0.02], [0.09, 0.11, -0.03], [-0.33, -0.27, 0.18], [0.41, 0.38, -0.21], [-0.95, 0.17, -0.36], [0.70, 0.04, -0.04], [-0.06, 0.01, 0.04], [-0.01, 0.01, -0.01], [0.01, -0.02, 0.04], [-0.05, -0.05, 0.02], [0.04, 0.05, 0.01], [-0.02, 0.01, -0.03], [-0.03, -0.01, -0.02], [0.00, 0.03, 0.02], [0.01, 0.00, 0.02], [0.09, 0.00, -0.01]], "spin_multiplicity": 1, "de_lowest_kj_mol": 109.9, "charge": 0, "energy_ha": -9738.84480}

No. 3
{"formula": "C31H37BO2S2", "method": "ωB97M-V with the def2-TZVPD basis set", "elements": ["C", "C", "C", "C", "C", "B", "C", "C", "C", "C", "C", "S", "O", "C", "C", "C", "C", "C", "C", "O", "S", "H", "H", "H", "H", "H", "H", "H", "H", "H", "H", "H", "H", "H", "H", "H", "H", "H", "H", "H", "H", "H", "H", "C", "C", "C", "C", "C", "C", "C", "C", "C", "C", "C", "C", "C", "C", "C", "H", "H", "H", "H", "H", "H", "H", "H", "H", "H", "H", "H", "H", "H", "H"], "coordinates": [[5.580229, 3.614443, -0.815119], [4.373757, 3.019715, -0.189907], [4.150744, 2.914096, 1.179635], [2.909785, 2.272289, 1.492722], [2.127101, 2.080529, 0.371185], [0.750841, -0.176384, 0.029172], [0.758346, 1.525403, 0.353593], [-0.118579, 1.929281, 1.454334], [-1.176257, 2.726039, 1.082364], [-1.234904, 3.042518, -0.290503], [-2.308447, 3.836912, -0.920342], [0.050730, 2.383739, -1.148103], [1.510848, -0.463505, -1.159026], [2.532346, -1.438827, -0.880695], [2.396933, -2.566134, -1.886795], [3.900387, -0.821859, -1.139466], [2.282990, -1.872564, 0.634111], [1.700436, -3.271791, 0.800534], [3.539092, -1.864152, 1.478746], [1.289987, -0.932728, 1.107087], [2.971966, 2.531455, -1.054771], [6.304340, 3.789094, -0.007624], [6.013568, 2.952300, -1.574036], [5.362160, 4.568526, -1.298805], [4.854647, 3.269347, 1.953796], [2.574646, 1.981263, 2.489687], [0.067302, 1.547853, 2.461293], [-1.975534, 3.070510, 1.730355], [-2.881161, 4.387789, -0.155165], [-1.884006, 4.526072, -1.661663], [-3.022484, 3.179356, -1.431692], [3.173815, -3.323377, -1.682671], [1.402256, -3.024438, -1.868088], [2.557683, -2.169979, -2.897908], [4.706051, -1.551853, -0.959593], [3.959305, -0.524261, -2.195801], [4.082454, 0.070995, -0.531430], [2.468340, -4.025556, 0.578074], [1.369380, -3.399886, 1.842965], [0.825797, -3.439867, 0.168081], [4.224137, -2.658438, 1.140887], [4.066126, -0.911985, 1.418285], [3.281019, -2.063434, 2.526341], [-2.857457, -3.737041, 4.066575], [-2.440657, -2.840161, 2.938919], [-2.021494, -3.375160, 1.718157], [-1.576017, -2.557151, 0.703325], [-1.554306, -1.164175, 0.869072], [-1.110788, -0.363986, -0.307524], [-2.251953, 0.200398, -1.096196], [-2.048672, 0.503364, -2.465992], [-3.075116, 0.967230, -3.275439], [-4.401110, 1.019533, -2.824575], [-5.504786, 1.460566, -3.743494], [-4.635201, 0.687040, -1.493185], [-3.590607, 0.302845, -0.637378], [-1.963639, -0.615805, 2.091765], [-2.368108, -1.451996, 3.126635], [-3.647533, -3.278010, 4.669463], [-3.226556, -4.690225, 3.673652], [-2.017822, -3.956391, 4.743157], [-2.030635, -4.456024, 1.574318], [-1.286046, -2.963358, -0.272911], [-0.510860, -0.968330, -1.014990], [-1.070591, 0.321341, -2.909732], [-2.859210, 1.278737, -4.294291], [-6.355485, 1.845051, -3.170824], [-5.153303, 2.256696, -4.410115], [-5.871042, 0.648721, -4.388347], [-5.660771, 0.731296, -1.130734], [-3.850227, 0.034864, 0.392816], [-1.948370, 0.469195, 2.227966], [-2.629781, -1.027588, 4.095857]], "forces_ev_per_angstrom": [[0.27, 0.06, -0.14], [-0.54, 0.29, 1.84], [0.35, -0.55, -0.56], [-0.32, 0.39, -0.65], [1.51, -0.02, 1.63], [-0.66, 1.11, -0.24], [-0.45, 1.26, -1.19], [0.01, 0.30, -0.70], [0.03, -0.50, 0.47], [0.90, -0.60, -0.08], [-0.35, 0.43, -0.01], [-0.76, -0.21, 1.13], [-0.05, -0.07, 0.38], [-0.12, 0.09, 0.05], [-0.08, -0.42, -0.13], [0.39, 0.29, 0.04], [-0.51, -0.14, -0.49], [-0.28, -0.28, -0.05], [0.30, 0.39, 0.30], [0.10, 0.25, -0.23], [0.47, 0.07, 0.01], [-0.03, -0.04, -0.41], [0.05, 0.11, 0.21], [0.03, 0.02, 0.00], [-0.32, -0.38, -0.67], [0.16, 0.27, -0.28], [-0.05, 0.26, -0.32], [0.20, -0.09, 0.13], [0.34, -0.11, -0.33], [-0.24, -0.11, 0.18], [0.19, -0.12, -0.02], [-0.39, 0.12, -0.17], [0.24, 0.00, 0.05], [-0.01, -0.07, 0.24], [-0.27, 0.24, 0.00], [-0.06, -0.01, 0.27], [0.00, -0.23, -0.04], [-0.29, 0.08, 0.01], [0.16, 0.08, -0.31], [0.20, -0.01, 0.09], [-0.23, 0.28, 0.09], [-0.02, 0.00, 0.14], [0.03, 0.05, -0.21], [-0.07, -0.23, 0.20], [0.45, 0.44, 0.12], [-0.06, -0.26, 0.33], [-0.29, 0.44, 0.03], [-0.14, -0.61, -0.48], [1.20, -1.01, 0.24], [-0.12, 0.05, -0.49], [-0.30, 0.02, 0.19], [-0.11, -0.20, 0.11], [0.36, 0.26, 0.25], [-0.18, 0.10, -0.15], [0.40, -0.02, -0.13], [0.26, 0.04, 0.04], [0.22, -0.18, -0.28], [-0.13, -0.34, -0.19], [0.07, -0.10, -0.08], [0.02, 0.11, 0.16], [-0.17, 0.04, -0.18], [-0.09, 0.17, 0.06], [-0.14, 0.10, 0.45], [-1.36, -0.73, -0.07], [-0.07, 0.20, 0.16], [0.02, -0.20, 0.00], [0.08, -0.06, -0.14], [-0.10, -0.09, 0.10], [0.10, 0.11, 0.21], [0.19, -0.07, 0.13], [0.24, 0.11, -0.39], [-0.11, -0.48, 0.00], [-0.07, -0.09, -0.18]], "spin_multiplicity": 1, "de_lowest_kj_mol": 129.1, "charge": 0, "energy_ha": -2175.16707}

no.,F_max (eV/Å)
1,0.6
2,1.5
3,2.2